Record 1
95
Properties=species:S:1:pos:R:3 method="wB97M-V/def2-TZVPD" multiplicity=1 homo_ev=-7.96 relative_energy_kj_mol=30.6 e_tot_ev=-152424.718 e_lumo_ev=0.296 homo_lumo_gap_ha=0.303
Y -0.310 -0.270 0.095
C 0.475 -3.894 -1.257
C -0.931 -3.434 -1.447
C -1.952 -4.209 -2.007
C -3.076 -3.419 -1.948
N -2.740 -2.245 -1.388
N -1.408 -2.242 -1.073
B -3.556 -0.956 -1.182
N -2.906 0.153 -2.055
C -3.405 0.715 -3.171
C -2.477 1.601 -3.668
C -1.390 1.508 -2.794
C -0.118 2.285 -2.863
N -1.647 0.614 -1.835
N -3.552 -0.531 0.320
C -4.579 -0.661 1.176
C -4.240 -0.050 2.364
C -2.950 0.446 2.157
C -2.088 1.229 3.092
N -2.542 0.140 0.923
N -5.040 -1.070 -1.556
C -5.917 -0.035 -1.509
C -7.185 -0.540 -1.614
C -6.999 -1.937 -1.712
C -8.031 -3.006 -1.847
N -5.714 -2.242 -1.665
H 0.540 -4.525 -0.366
H 0.782 -4.499 -2.111
H 1.166 -3.072 -1.123
H -1.875 -5.212 -2.392
H -4.093 -3.601 -2.244
H -4.380 0.445 -3.535
H -2.566 2.228 -4.539
H -0.088 2.863 -3.786
H -0.030 2.974 -2.021
H 0.746 1.623 -2.856
H -5.485 -1.166 0.877
H -4.839 0.034 3.257
H -2.441 1.114 4.116
H -1.052 0.891 3.039
H -2.110 2.291 2.839
H -5.575 0.981 -1.376
H -8.114 0.007 -1.620
H -8.644 -2.852 -2.736
H -7.549 -3.979 -1.924
H -8.699 -3.020 -0.985
O 1.412 -1.634 0.496
N 1.727 -2.345 1.569
C 3.002 -2.781 1.649
C 3.422 -3.534 2.708
C 2.495 -3.842 3.710
C 1.209 -3.376 3.613
C 0.792 -2.585 2.522
S -0.774 -1.939 2.354
H 3.611 -2.463 0.814
H 4.447 -3.872 2.749
H 2.787 -4.446 4.559
H 0.470 -3.597 4.370
N -0.250 2.029 0.469
C 0.198 2.985 0.948
C 0.715 4.126 1.525
C -0.121 4.926 2.337
N -0.790 5.570 3.024
C 2.097 4.374 1.395
N 3.232 4.563 1.279
C 0.977 2.950 4.761
As 1.802 1.221 4.550
C 0.687 -0.036 5.502
C 3.444 1.327 5.557
S 2.127 0.672 2.565
H 0.902 3.203 5.818
H -0.014 2.937 4.312
H 1.586 3.688 4.241
H 0.372 0.380 6.460
H 1.255 -0.950 5.661
H -0.176 -0.266 4.877
H 3.237 1.593 6.593
H 4.081 2.080 5.097
H 3.939 0.360 5.509
C 3.273 2.982 -2.169
O 3.487 1.559 -2.092
P 2.690 0.702 -0.966
O 1.713 -0.269 -1.846
C 2.197 -1.158 -2.870
O 3.865 -0.378 -0.657
C 5.002 0.144 0.058
H 4.192 3.415 -2.554
H 3.068 3.403 -1.183
H 2.452 3.203 -2.852
H 1.332 -1.475 -3.447
H 2.680 -2.017 -2.412
H 2.902 -0.631 -3.509
H 5.570 -0.711 0.419
H 4.682 0.747 0.911
H 5.626 0.741 -0.609



Record 2
29
Properties=species:S:1:pos:R:3 method="wB97M-V/def2-TZVPD" multiplicity=1 homo_ev=-12.80 charge=+1 e_tot_ev=-52646.788 e_lumo_ev=-3.977 homo_lumo_gap_ha=0.324
C 2.652 -2.389 0.123
C 1.312 -1.496 -0.196
I -0.378 -2.784 0.392
C 1.410 -0.130 0.654
C 0.737 1.167 -0.027
N 0.973 1.459 -1.468
C 2.247 1.271 -1.790
S 3.553 0.537 -2.539
O 1.145 2.230 0.915
C 0.125 2.235 1.958
O 0.112 2.884 3.026
O -0.954 1.328 1.547
C -0.860 1.418 0.107
O -1.303 2.788 -0.122
S -2.047 0.459 -0.976
C -3.306 -0.499 0.045
O -1.351 -0.454 -1.985
O -2.815 1.474 -1.821
H 3.082 -2.859 -0.841
H 2.345 -3.208 0.884
H 3.493 -1.773 0.594
H 1.285 -1.299 -1.334
H 2.530 0.133 0.810
H 1.007 -0.353 1.716
H -0.943 3.122 -0.978
H -3.420 -1.529 -0.491
H -4.335 0.004 0.010
H -2.914 -0.656 1.123
Rb -3.381 -3.080 0.666



Record 3
47
Properties=species:S:1:pos:R:3 method="wB97M-V/def2-TZVPD" multiplicity=1 homo_ev=-7.90 relative_energy_kj_mol=1841.1 e_tot_ev=-45196.194 e_lumo_ev=-0.531 homo_lumo_gap_ha=0.271
C 2.014 2.757 2.223
H 1.971 3.535 1.281
H 1.554 3.205 2.911
H 3.111 2.617 2.425
C 1.426 1.731 1.831
C -0.122 1.823 1.720
O -0.833 2.350 2.676
C -0.548 1.523 0.235
C -1.853 1.733 0.027
O -2.616 1.486 -1.111
C -1.768 0.675 -2.154
C -0.372 0.533 -1.977
C 0.164 1.078 -0.718
C 1.470 0.502 -0.600
C 2.266 0.921 0.624
O 3.298 0.496 0.972
H 1.946 0.239 -1.266
H -0.044 0.099 -2.670
C -2.631 0.565 -3.458
C -4.023 0.777 -3.345
S -4.538 0.515 -4.924
C -3.096 -0.299 -5.340
C -2.141 -0.111 -4.528
H -1.186 -0.443 -4.545
H -2.780 -0.512 -6.636
H -4.645 1.330 -2.725
H -2.676 2.299 0.874
O 1.569 0.494 2.833
C 0.575 -0.405 3.141
O -0.414 -0.421 2.280
C 0.972 -1.412 4.015
C 1.117 -2.664 3.441
C 1.925 -2.743 2.245
C 3.306 -2.468 2.529
C 4.162 -2.434 1.429
C 3.663 -2.686 -0.029
C 2.387 -2.542 -0.206
C 1.265 -2.899 1.101
H 0.386 -2.862 0.834
H 1.927 -2.845 -1.039
H 4.124 -2.441 -0.709
H 5.179 -2.589 1.699
H 3.754 -2.555 3.566
H -0.005 -2.980 3.258
H 1.524 -3.482 4.226
H -0.016 -1.249 4.745
H 1.724 -0.989 4.598



Record 4
128
Properties=species:S:1:pos:R:3 method="wB97M-V/def2-TZVPD" multiplicity=1 homo_ev=-4.99 charge=-1 e_tot_ev=-168877.554 e_lumo_ev=0.178 homo_lumo_gap_ha=0.190
C 0.081 0.359 8.428
C 1.199 1.215 7.579
O 2.376 1.371 8.497
C 1.727 0.414 6.209
O 1.189 0.965 5.034
C 1.131 0.263 3.768
C 1.788 -1.226 3.668
O 2.865 -1.719 4.345
N 1.331 -2.348 2.702
C 1.462 -3.663 3.489
O 2.176 -4.682 2.952
F 0.892 -3.907 4.835
C 1.948 1.389 2.837
C 1.870 1.282 1.246
C 2.480 2.596 0.401
C 1.599 2.864 -0.998
N 0.952 4.181 -1.362
O 1.539 1.790 -1.822
C 3.428 1.472 3.514
C 4.734 1.196 2.345
C 4.845 -0.424 1.733
O 5.882 0.240 2.826
O 1.424 2.743 3.230
S -0.168 3.031 2.835
O -0.476 3.454 1.373
O -0.583 4.317 3.663
C -1.265 1.648 3.508
Br -1.747 2.263 5.389
C -2.743 1.674 2.742
O -2.950 1.760 1.429
O -4.004 1.667 3.559
C -0.522 0.151 3.438
C -1.090 -0.933 4.533
C -2.695 -0.974 4.825
O -3.151 -0.709 6.085
F -3.790 -1.338 3.890
N -0.780 -0.265 2.029
C -1.534 -1.315 1.751
O -2.224 -2.485 1.627
H -0.565 1.130 9.033
H 0.556 -0.413 9.200
H -0.632 -0.262 7.739
H 0.861 2.291 7.266
H 2.640 2.334 8.563
H 1.416 -0.723 6.400
H 2.916 0.410 6.320
H 2.004 -2.410 1.900
H 2.394 0.336 0.739
H 0.778 1.266 0.758
H 3.543 2.250 -0.021
H 2.529 3.571 1.035
H 0.193 3.916 -2.060
H 1.608 4.784 -1.944
H 3.713 0.697 4.315
H 3.752 2.533 3.907
H 5.019 2.135 1.557
H 4.171 -1.269 2.157
H 5.408 -0.461 0.686
H -0.790 -2.064 4.281
H -0.619 -0.802 5.625
C -2.641 -7.279 1.731
C -1.287 -6.576 1.685
C -0.543 -6.754 0.340
O 0.068 -8.037 0.172
C -0.817 -9.055 -0.271
N -0.469 -7.037 2.817
H -2.549 -8.361 1.861
H -3.232 -6.908 2.576
H -3.212 -7.090 0.818
H -1.476 -5.503 1.814
H 0.280 -6.031 0.312
H -1.193 -6.519 -0.513
H -1.581 -8.672 -0.953
H -1.281 -9.545 0.587
H -0.228 -9.809 -0.800
H 0.396 -6.495 2.837
H -0.153 -7.986 2.596
C -0.381 -7.185 -6.368
C -0.034 -7.801 -5.016
C -0.741 -9.151 -4.751
O -2.121 -9.031 -4.391
C -3.004 -8.872 -5.491
N -0.325 -6.825 -3.955
H -1.376 -6.729 -6.380
H 0.332 -6.392 -6.618
H -0.337 -7.934 -7.163
H 1.046 -7.993 -5.018
H -0.253 -9.624 -3.892
H -0.620 -9.842 -5.596
H -2.671 -9.427 -6.373
H -3.119 -7.812 -5.727
H -3.986 -9.250 -5.195
H -0.001 -7.204 -3.064
H -1.343 -6.789 -3.847
C -0.545 4.849 -5.244
C 0.808 5.552 -5.290
C 1.552 5.373 -6.635
O 2.163 4.090 -6.803
C 1.279 3.072 -7.246
N 1.627 5.090 -4.159
H -0.454 3.766 -5.114
H -1.136 5.219 -4.400
H -1.117 5.038 -6.157
H 0.619 6.624 -5.161
H 2.375 6.097 -6.663
H 0.902 5.608 -7.489
H 0.514 3.455 -7.928
H 0.815 2.582 -6.388
H 1.868 2.318 -7.776
H 2.492 5.632 -4.138
H 1.942 4.141 -4.379
C -2.314 7.167 -1.769
C -1.203 8.188 -1.995
C -1.486 9.564 -1.348
O -2.430 10.367 -2.063
C -3.789 10.050 -1.800
N -0.956 8.315 -3.440
H -3.188 7.347 -2.402
H -1.956 6.159 -2.005
H -2.640 7.167 -0.725
H -0.296 7.787 -1.527
H -0.552 10.136 -1.351
H -1.783 9.460 -0.296
H -3.948 9.734 -0.765
H -4.133 9.280 -2.493
H -4.388 10.947 -1.983
H -0.149 8.925 -3.581
H -1.735 8.850 -3.835